No. 1
ORCA calculation (the ωB97M-V functional and the def2-TZVPD basis) on C7H16BeN6O15 as an isolated structure in a non-equilibrium geometry.

Properties
Total charge: -2
HOMO energy, eV: 0.64
Kohn-Sham gap, Eh: 0.1340
E, eV: -47567.5727

Geometry as XYZ:
```
45
C7H16BeN6O15 the ωB97M-V functional and the def2-TZVPD basis
Be 0.223 0.066 0.005
O -0.406 -2.160 2.467
C 0.840 -2.065 2.061
O 1.651 -2.868 2.522
O 1.178 -1.197 1.150
H -0.751 -1.294 2.239
O -2.999 1.914 -0.577
C -1.804 1.409 -0.711
O -0.895 1.780 0.052
O -1.591 0.401 -1.423
H -2.675 2.516 0.097
O 0.971 -0.736 -1.542
C 2.160 -1.346 -1.609
O 2.662 -1.782 -0.570
O 2.605 -1.569 -2.728
H 0.538 -0.951 -2.372
O 3.410 1.688 1.873
C 2.713 0.746 1.098
O 1.487 0.899 0.943
O 3.291 -0.271 0.692
H 2.756 2.269 2.270
C 0.899 1.962 -1.946
O 1.180 1.057 -1.175
N -0.254 1.894 -2.568
N 1.598 3.010 -1.990
H -0.515 2.356 -3.428
H -0.895 1.158 -2.308
H 2.309 3.009 -1.273
H 1.027 3.772 -2.327
C -1.413 0.395 2.233
O -0.754 -0.121 1.413
N -2.007 -0.181 3.286
N -1.714 1.696 2.191
H -2.019 -1.188 3.361
H -2.426 0.432 3.970
H -2.435 2.059 2.798
H -1.632 2.104 1.271
C -0.696 -2.270 -0.737
O -0.592 -1.310 0.032
N -1.815 -2.447 -1.459
N 0.152 -3.139 -1.085
H -1.971 -3.054 -2.252
H -2.546 -1.798 -1.207
H 1.124 -3.157 -0.813
H 0.032 -3.686 -1.926
```

No. 2
ORCA calculation (the ωB97M-V functional and the def2-TZVPD basis) on an isolated ion of composition C22H19N2O7 and charge -1 in a non-equilibrium geometry.

Properties
Total charge: -1
HOMO energy, eV: -4.49
Kohn-Sham gap, Eh: 0.2117
Structure (SMILES): COc1ccc([C@H](C2=C([O-])OC(C)(C)OC2=O)[C@@H](C#N)c2ccc([N+](=O)[O-])cc2)cc1
E, eV: -40434.0499

Geometry as XYZ:
```
50
C22H19N2O7 the ωB97M-V functional and the def2-TZVPD basis
C -3.596 7.318 -3.852
O -3.318 6.660 -2.597
C -2.092 6.818 -2.028
C -1.907 6.158 -0.786
C -0.627 5.938 -0.342
C 0.482 6.258 -1.151
C 1.831 5.582 -0.863
C 2.986 6.130 -1.676
C 3.027 5.876 -3.094
O 2.081 5.478 -3.752
O 4.250 6.013 -3.734
C 5.284 6.778 -3.086
C 5.020 8.275 -3.199
C 6.581 6.398 -3.814
O 5.404 6.379 -1.718
C 4.234 6.310 -0.971
O 4.304 6.331 0.243
C 1.807 4.079 -1.070
C 3.099 3.504 -0.666
N 4.128 3.002 -0.442
C 0.685 3.256 -0.414
C -0.499 2.995 -1.134
C -1.559 2.347 -0.525
C -1.428 1.989 0.829
N -2.600 1.708 1.585
O -2.478 1.460 2.806
O -3.711 1.737 1.008
C -0.198 2.068 1.497
C 0.856 2.727 0.872
C 0.293 7.161 -2.197
C -0.993 7.448 -2.658
H -4.631 7.043 -4.062
H -3.508 8.411 -3.756
H -2.936 6.954 -4.654
H -2.784 5.751 -0.275
H -0.472 5.455 0.629
H 2.084 5.838 0.177
H 4.120 8.559 -2.640
H 5.886 8.820 -2.799
H 4.899 8.535 -4.258
H 6.755 5.322 -3.704
H 6.474 6.639 -4.876
H 7.428 6.950 -3.398
H 1.671 3.945 -2.154
H -0.587 3.352 -2.167
H -2.495 2.157 -1.041
H -0.104 1.654 2.494
H 1.814 2.842 1.387
H 1.149 7.617 -2.694
H -1.131 8.074 -3.543
```

No. 3
ORCA calculation (the ωB97M-V functional and the def2-TZVPD basis) on a 6-piece molecular cluster, C9H30N6O6 overall in a non-equilibrium geometry.

Properties
Total charge: 0
Energy relative to the best compared isomer or geometry (same formula, charge and spin), kcal/mol: 43.2
HOMO energy, eV: -9.54
Kohn-Sham gap, Eh: 0.3715
Structure (SMILES): NC(N)=O.NC(N)=O.NC(N)=O.CCO.CCO.CCO
E, eV: -31046.6007

Geometry as XYZ:
```
51
C9H30N6O6 the ωB97M-V functional and the def2-TZVPD basis
N 7.361 9.496 12.832
C 8.454 9.825 13.756
N 9.456 10.601 13.190
O 8.360 9.434 14.944
H 6.610 9.012 13.306
H 6.971 10.135 12.147
H 10.236 11.017 13.677
H 9.366 10.634 12.193
N 10.572 4.525 12.869
C 11.161 5.738 13.245
N 10.298 6.642 13.943
O 12.311 6.029 12.997
H 11.104 4.050 12.136
H 9.571 4.581 12.707
H 10.600 7.576 14.105
H 9.325 6.549 13.723
N 13.121 8.979 15.923
C 11.799 9.248 15.483
N 10.867 9.656 16.433
O 11.412 9.181 14.295
H 13.271 9.262 16.912
H 13.809 8.593 15.274
H 11.052 9.695 17.420
H 9.883 9.478 16.224
C 10.863 6.717 8.330
C 12.137 6.794 7.467
O 11.819 6.771 6.086
H 10.204 7.566 8.151
H 11.264 6.731 9.351
H 10.342 5.789 8.045
H 12.781 5.928 7.582
H 12.675 7.703 7.691
H 11.395 7.630 5.935
C 13.876 7.983 10.709
C 12.644 8.897 10.591
O 12.532 9.757 11.700
H 14.833 8.516 10.755
H 13.739 7.270 9.878
H 13.766 7.356 11.597
H 11.675 8.324 10.610
H 12.695 9.554 9.716
H 12.478 9.256 12.502
C 17.588 8.238 11.753
C 17.140 9.288 12.806
O 18.259 10.145 13.294
H 18.430 7.636 12.116
H 17.795 8.749 10.823
H 16.715 7.563 11.677
H 16.594 8.783 13.612
H 16.419 10.007 12.421
H 18.906 9.556 13.682
```

No. 4
ORCA calculation (the ωB97M-V functional and the def2-TZVPD basis) on C30H47CeCl2N2PSe as an isolated structure in a non-equilibrium geometry.

Properties
Expectation value of S²: 0.751
Total charge: -1
HOMO energy (alpha / beta), eV: -2.02 / -2.02
Multiplicity: 2
Kohn-Sham gap (alpha / beta), Eh: 0.1542 / 0.1539
E, eV: -147465.6836

Geometry as XYZ:
```
84
C30H47CeCl2N2PSe the ωB97M-V functional and the def2-TZVPD basis
P 0.126 1.605 0.875
C 0.746 2.799 -0.455
C 1.239 4.187 -0.029
C 1.485 5.062 -1.265
C 2.418 4.401 -2.287
C 2.005 2.966 -2.633
C 1.760 2.112 -1.380
C 1.653 1.139 1.884
C 2.641 2.253 2.218
C 3.707 1.740 3.197
C 4.421 0.487 2.676
C 3.453 -0.602 2.197
C 2.375 -0.061 1.247
C -0.692 2.794 2.057
C -1.891 3.455 1.353
C -2.650 4.400 2.294
C -3.052 3.728 3.611
C -1.873 3.029 4.296
C -1.106 2.084 3.358
H -0.185 2.942 -1.039
H 2.173 4.098 0.540
H 0.516 4.685 0.630
H 1.898 6.027 -0.948
H 0.518 5.268 -1.744
H 2.440 5.004 -3.201
H 3.441 4.393 -1.889
H 1.078 2.984 -3.222
H 2.773 2.489 -3.252
H 1.390 1.120 -1.677
H 2.713 1.970 -0.847
H 1.206 0.788 2.831
H 3.226 1.512 4.158
H 2.132 3.127 2.651
H 3.141 2.585 1.297
H 4.437 2.537 3.383
H 5.068 0.082 3.462
H 5.076 0.772 1.842
H 4.008 -1.405 1.697
H 2.954 -1.051 3.068
H 1.644 -0.850 1.029
H 2.834 0.239 0.294
H 0.045 3.575 2.319
H -1.565 4.020 0.468
H -2.568 2.667 0.990
H -2.012 5.268 2.512
H -3.539 4.778 1.777
H -3.840 2.991 3.413
H -3.478 4.475 4.289
H -2.225 2.463 5.165
H -1.174 3.790 4.670
H -0.222 1.707 3.892
H -1.723 1.206 3.113
Ce -1.938 -1.849 -0.667
Cl -0.752 -1.778 1.604
Cl -1.384 0.018 -2.331
C -0.805 -3.533 -1.586
H -1.390 -4.468 -1.608
C 0.560 -3.750 -2.008
C 1.121 -5.057 -2.151
C 2.468 -5.231 -2.453
C 3.304 -4.117 -2.643
C 2.771 -2.822 -2.557
C 1.426 -2.635 -2.265
H 0.459 -5.919 -2.002
H 2.878 -6.245 -2.541
H 3.420 -1.958 -2.727
H 0.993 -1.627 -2.242
H 4.355 -4.264 -2.869
C -4.836 -3.208 -3.805
N -4.415 -4.350 -3.017
C -4.213 -5.644 -3.475
C -3.858 -6.396 -2.402
N -3.844 -5.565 -1.299
C -3.490 -5.972 0.049
C -4.192 -4.288 -1.667
Se -4.558 -2.851 -0.551
H -5.000 -3.544 -4.834
H -4.074 -2.412 -3.798
H -5.770 -2.793 -3.401
H -4.348 -5.903 -4.506
H -3.627 -7.446 -2.318
H -4.122 -6.817 0.355
H -2.434 -6.278 0.101
H -3.654 -5.128 0.730
```

No. 5
ORCA calculation (the ωB97M-V functional and the def2-TZVPD basis) on C36H53BGe2N6S3V as an isolated structure in a non-equilibrium geometry.

Properties
Expectation value of S²: 3.827
Total charge: +2
HOMO energy (alpha / beta), eV: -12.91 / -13.26
Multiplicity: 4
Kohn-Sham gap (alpha / beta), Eh: 0.2393 / 0.2046
E, eV: -219022.3980

Geometry as XYZ:
```
102
C36H53BGe2N6S3V the ωB97M-V functional and the def2-TZVPD basis
V -17.030 -1.822 10.346
C -12.375 -2.595 12.682
C -12.173 -1.056 12.485
C -11.623 -0.441 13.803
C -11.165 -0.834 11.354
N -13.450 -0.349 12.057
C -13.798 0.953 12.427
C -14.926 1.314 11.852
N -15.324 0.238 11.013
B -16.339 0.594 9.803
N -17.807 0.902 10.195
C -18.664 1.833 9.625
C -19.737 2.003 10.384
N -19.555 1.237 11.553
C -18.381 0.570 11.437
S -17.786 -0.764 12.309
C -20.523 1.104 12.670
C -21.151 -0.336 12.524
C -19.796 1.251 13.985
C -21.639 2.182 12.600
N -16.277 -0.693 8.640
C -15.226 -0.551 7.767
C -15.534 -1.066 6.567
N -16.896 -1.563 6.653
C -17.293 -1.351 7.942
S -18.770 -1.752 8.642
C -17.701 -2.219 5.609
C -18.172 -3.644 6.085
C -16.908 -2.388 4.275
C -18.944 -1.357 5.305
C -14.411 -0.754 11.190
S -14.662 -2.372 10.725
H -11.580 -3.022 13.299
H -12.359 -3.143 11.744
H -13.323 -2.866 13.149
H -10.701 -0.874 14.154
H -12.370 -0.519 14.633
H -11.505 0.677 13.727
H -10.186 -1.069 11.783
H -11.198 0.162 11.034
H -11.333 -1.524 10.533
H -13.255 1.435 13.223
H -15.407 2.259 11.873
H -15.857 1.543 9.156
H -18.306 2.370 8.773
H -20.523 2.739 10.181
H -20.411 -1.122 12.655
H -21.610 -0.474 11.533
H -21.954 -0.516 13.262
H -19.043 0.514 14.166
H -20.518 1.135 14.779
H -19.307 2.235 14.057
H -22.165 2.218 11.612
H -21.238 3.219 12.703
H -22.427 2.077 13.405
H -14.346 0.042 8.047
H -15.002 -0.968 5.603
H -17.360 -4.309 6.309
H -18.741 -4.101 5.274
H -18.755 -3.568 7.011
H -15.950 -2.895 4.435
H -16.575 -1.430 3.846
H -17.458 -2.951 3.506
H -19.731 -1.467 6.050
H -19.399 -1.745 4.393
H -18.774 -0.286 5.164
C -20.806 -4.429 12.863
Ge -18.911 -4.541 13.461
C -18.888 -6.288 14.468
C -18.393 -3.105 14.734
Ge -17.696 -4.461 11.152
C -18.862 -5.875 10.204
C -19.099 -7.198 10.554
C -20.019 -8.010 9.867
C -20.656 -7.506 8.715
C -20.441 -6.202 8.370
C -19.595 -5.367 9.127
C -16.193 -5.691 11.653
C -15.891 -6.711 10.772
C -14.838 -7.618 11.024
C -14.180 -7.547 12.265
C -14.498 -6.521 13.170
C -15.479 -5.631 12.856
H -21.349 -4.787 13.723
H -20.953 -5.172 12.027
H -21.121 -3.434 12.590
H -18.230 -6.970 13.901
H -19.954 -6.630 14.564
H -18.465 -6.202 15.515
H -18.586 -3.416 15.806
H -19.047 -2.262 14.546
H -17.378 -2.779 14.596
H -18.533 -7.698 11.338
H -20.083 -9.012 10.142
H -21.328 -8.097 8.127
H -20.830 -5.759 7.423
H -19.604 -4.258 8.950
H -16.462 -6.842 9.839
H -14.663 -8.419 10.308
H -13.383 -8.199 12.468
H -13.929 -6.532 14.082
H -15.715 -4.797 13.492
```

No. 6
ORCA calculation (the ωB97M-V functional and the def2-TZVPD basis) on C36H34BN4O4PtS2 as an isolated structure in a non-equilibrium geometry.

Properties
Total charge: +1
Energy relative to the best compared isomer or geometry (same formula, charge and spin), kcal/mol: 0.0
HOMO energy, eV: -9.88
Kohn-Sham gap, Eh: 0.2324
E, eV: -77626.2077

Geometry as XYZ:
```
82
C36H34BN4O4PtS2 the ωB97M-V functional and the def2-TZVPD basis
Pt 0.647 0.194 -0.447
C -1.052 4.067 -0.507
C -0.385 2.829 0.027
O 0.090 2.055 -0.881
C -0.295 2.661 1.405
C 0.441 1.670 2.080
C 0.644 1.783 3.559
N 0.951 0.637 1.442
N 1.685 -0.269 2.186
C 1.929 -1.368 1.619
O 1.496 -1.577 0.281
C 2.651 -2.493 2.217
C 3.262 -3.449 1.409
C 3.939 -4.511 1.991
C 4.006 -4.618 3.371
C 3.398 -3.661 4.176
C 2.720 -2.601 3.605
H -1.175 3.989 -1.585
H -0.454 4.949 -0.276
H -2.024 4.198 -0.030
H -0.742 3.432 2.015
H 0.232 2.720 3.923
H 1.703 1.728 3.804
H 0.155 0.951 4.068
H 3.239 -3.358 0.330
H 4.420 -5.248 1.363
H 4.534 -5.447 3.823
H 3.451 -3.748 5.253
H 2.238 -1.854 4.220
S 0.350 -0.149 -2.707
C -1.309 -0.281 -3.005
N -1.773 -0.006 -4.217
C -3.206 -0.044 -4.505
C -3.796 -1.240 -3.824
N -3.501 -1.158 -2.401
C -4.595 -1.598 -1.523
C -5.733 -0.610 -1.572
C -5.510 0.715 -1.201
C -6.542 1.637 -1.256
C -7.807 1.244 -1.677
C -8.035 -0.073 -2.043
C -6.998 -0.997 -1.993
C -2.322 -0.740 -1.938
S -1.947 -0.711 -0.326
C -0.938 0.600 -5.281
C -1.133 2.096 -5.329
C -0.319 2.937 -4.574
C -0.528 4.308 -4.589
C -1.549 4.851 -5.357
C -2.356 4.020 -6.121
C -2.145 2.650 -6.109
H -3.328 -0.113 -5.584
H -3.681 0.878 -4.161
H -3.396 -2.172 -4.236
H -4.878 -1.242 -3.942
H -4.196 -1.699 -0.518
H -4.918 -2.584 -1.864
H -4.526 1.019 -0.859
H -6.366 2.663 -0.961
H -8.613 1.964 -1.716
H -9.018 -0.385 -2.368
H -7.177 -2.027 -2.278
H -1.242 0.131 -6.218
H 0.097 0.336 -5.098
H 0.479 2.520 -3.975
H 0.115 4.954 -4.006
H -1.707 5.921 -5.371
H -3.139 4.440 -6.738
H -2.760 2.011 -6.733
O -0.213 -3.189 0.974
B 0.615 -2.645 0.030
O 0.517 -3.212 -1.212
C -0.509 -4.132 -1.060
C -1.060 -4.961 -2.008
C -2.090 -5.794 -1.572
C -2.528 -5.783 -0.252
C -1.957 -4.939 0.700
C -0.946 -4.123 0.255
H -0.702 -4.970 -3.028
H -2.552 -6.472 -2.277
H -3.325 -6.450 0.047
H -2.284 -4.925 1.729
```

No. 7
ORCA calculation (the ωB97M-V functional and the def2-TZVPD basis) on H2NaO as an isolated structure in a non-equilibrium geometry.

Properties
Total charge: +1
Energy relative to the best compared isomer or geometry (same formula, charge and spin), kcal/mol: 4.0
HOMO energy, eV: -17.38
Kohn-Sham gap, Eh: 0.4510
E, eV: -6490.8239

Geometry as XYZ:
```
4
H2NaO the ωB97M-V functional and the def2-TZVPD basis
O -0.153 -0.445 -0.149
H -0.465 -0.332 -1.075
H 0.822 -0.556 -0.227
Na -0.204 1.333 1.452
```

No. 8
ORCA calculation (the ωB97M-V functional and the def2-TZVPD basis) on C23H16BrFMnN2O as an isolated structure in a non-equilibrium geometry.

Properties
Expectation value of S²: 6.376
Total charge: +1
HOMO energy (alpha / beta), eV: -10.69 / -10.87
Multiplicity: 5
Kohn-Sham gap (alpha / beta), Eh: 0.2322 / 0.2638
E, eV: -133213.6097

Geometry as XYZ:
```
45
C23H16BrFMnN2O the ωB97M-V functional and the def2-TZVPD basis
Mn 1.318 -0.834 0.183
Br 0.122 3.936 -5.394
C 0.523 2.956 -3.826
C 1.355 3.528 -2.852
C 1.656 2.840 -1.705
C 1.159 1.541 -1.481
O 1.455 0.885 -0.398
C 0.307 0.969 -2.478
C -0.348 -0.279 -2.276
N -0.144 -1.083 -1.275
C -1.059 -2.110 -0.972
C -1.769 -2.861 -1.875
C -2.713 -3.805 -1.433
C -2.950 -3.989 -0.100
C -2.222 -3.248 0.858
C -2.412 -3.391 2.250
C -1.652 -2.649 3.111
C -0.691 -1.771 2.590
N -0.491 -1.599 1.300
C -1.253 -2.320 0.423
C 0.000 1.708 -3.639
H 1.751 4.521 -3.015
H 2.293 3.277 -0.948
H -1.131 -0.530 -2.992
H -1.594 -2.734 -2.936
H -3.259 -4.384 -2.166
H -3.684 -4.706 0.244
H -3.163 -4.080 2.614
H -1.772 -2.735 4.182
H -0.073 -1.183 3.259
H -0.665 1.283 -4.381
F 6.980 -0.387 0.352
C 5.767 -0.921 0.303
C 4.929 -0.771 1.390
C 3.675 -1.356 1.340
C 3.266 -2.116 0.219
C 1.968 -2.777 0.236
C 4.147 -2.203 -0.883
C 5.390 -1.622 -0.838
H 5.275 -0.222 2.255
H 3.040 -1.320 2.222
H 1.698 -3.196 1.204
H 1.790 -3.482 -0.569
H 3.842 -2.770 -1.753
H 6.084 -1.711 -1.663
```